[1]
Formula: C2H7N3O
Source: the Open Molecules 2025 dataset
Level of theory: ωB97M-V/def2-TZVPD

Atoms and positions in Å:
C  -0.482  -1.825  1.732
H  1.210  0.942  -2.648
H  1.843  1.323  -1.055
N  -0.010  -0.950  -0.433
H  -1.442  -1.693  2.269
H  -0.514  -2.786  1.387
H  0.287  -1.668  2.488
N  -0.317  -0.809  0.685
H  0.999  2.472  -1.910
N  -0.286  0.938  -1.117
O  -0.712  1.580  0.018
H  -1.558  1.038  0.295
C  0.980  1.438  -1.712

The value obtained for the HOMO energy (spin up / spin down) is -0.283 / -0.272 Eh.

natural (NBO) atomic charge list, values in e, 4 entries: -0.451 0.217 0.180 0.013

***

[2]
Formula: C2H7N3O2
Source: the Open Molecules 2025 dataset
Level of theory: ωB97M-V/def2-TZVPD

Atoms and positions in Å:
H  -0.887  -0.414  3.270
H  1.448  -1.299  -2.165
N  0.246  -1.105  -0.638
H  -2.664  -0.712  2.567
C  1.440  0.754  -1.848
H  2.438  0.770  -1.640
O  -0.356  0.925  0.271
N  -0.364  -0.312  0.185
O  -1.187  -0.931  1.227
N  0.967  -0.612  -1.640
H  0.831  1.522  -1.285
H  -1.632  0.767  2.151
H  1.362  0.896  -2.950
C  -1.643  -0.250  2.496

The SMILES is CN/N=[N+](\[O-])OC. The value obtained for the HOMO energy is -0.294 Eh.

natural (NBO) atomic charge list, values in e, 4 entries: 0.194 0.387 -0.052 0.218

***

[3]
Formula: C2H7N3OP
Source: the Open Molecules 2025 dataset
Level of theory: ωB97M-V/def2-TZVPD

Atoms and positions in Å:
H  -1.399  -1.612  1.245
C  -0.491  1.320  -0.023
H  -0.073  -0.935  -1.505
H  0.787  2.639  -0.887
N  0.332  1.707  -0.955
O  -1.463  1.857  0.461
H  -0.516  -0.822  2.318
N  -0.152  -0.118  0.392
H  -1.792  0.038  1.444
C  -0.978  -0.650  1.427
P  2.246  -0.009  -0.897
H  2.273  -0.563  -2.185
H  0.735  -1.933  -0.286
N  0.492  -0.920  -0.549

The value obtained for the HOMO energy (spin up / spin down) is -0.490 / -0.527 Eh. Its spin multiplicity is 3. Its net charge is +1. Its expectation value of S² is 2.013.

natural (NBO) atomic charge list, values in e, 4 entries: 0.220 0.686 0.440 0.413

***

[4]
Formula: C2H7N3OS
Source: the Open Molecules 2025 dataset
Level of theory: ωB97M-V/def2-TZVPD

Atoms and positions in Å:
N  0.045  1.993  -1.691
N  -0.727  0.581  0.522
H  2.151  -2.491  -0.329
C  0.122  0.054  -0.252
H  0.710  0.105  -2.117
S  -1.341  -0.155  1.902
H  -0.992  -1.500  1.718
O  0.587  -1.217  -0.076
H  -0.874  1.956  -1.213
N  0.669  0.757  -1.317
H  1.505  -1.853  -1.882
H  2.521  -0.782  -0.862
C  1.751  -1.598  -0.836
H  0.584  2.727  -1.197

The SMILES is CO/C(=N\S)NN. The value obtained for the HOMO energy is -0.298 Eh.

natural (NBO) atomic charge list, values in e, 4 entries: -0.635 -0.722 0.209 0.659

***

[5]
Formula: C2H7N3OS
Source: the Open Molecules 2025 dataset
Level of theory: ωB97M-V/def2-TZVPD

Atoms and positions in Å:
N  1.551  -1.277  -0.283
N  0.592  0.851  -0.379
C  -0.580  1.623  0.070
N  -0.616  -1.022  0.391
H  -0.212  2.558  0.175
O  2.731  -0.483  0.258
H  -1.034  1.097  1.024
H  -2.826  -0.236  0.881
H  2.617  0.277  -0.686
C  0.501  -0.393  -0.083
H  1.290  -1.769  -1.283
H  -0.522  -2.033  0.811
S  -2.267  -0.785  -0.224
H  -1.225  1.593  -0.672

The value obtained for the HOMO energy is -0.331 Eh.

natural (NBO) atomic charge list, values in e, 4 entries: -0.418 -0.515 -0.414 -0.786

***

[6]
Formula: C2H7N3OS2
Source: the Open Molecules 2025 dataset
Level of theory: ωB97M-V/def2-TZVPD

Atoms and positions in Å:
N  -0.381  -2.150  0.094
H  1.768  3.071  0.187
S  1.410  -2.535  0.139
O  0.461  1.304  -0.504
N  -1.622  -0.039  -0.073
H  -1.484  0.919  -0.157
H  1.328  1.521  1.683
H  -3.745  -0.240  -0.911
H  1.808  -1.337  -0.761
C  1.547  1.921  0.514
H  2.731  1.517  0.171
C  -0.455  -0.720  0.037
H  -0.968  -2.516  -0.651
N  0.741  -0.117  -0.045
S  -3.138  -0.598  0.276

The SMILES is CON=C(NS)NS. The value obtained for the HOMO energy is -0.321 Eh.

natural (NBO) atomic charge list, values in e, 4 entries: -0.724 0.216 0.073 -0.481

***

[7]
Formula: C2H7N3S
Source: the Open Molecules 2025 dataset
Level of theory: ωB97M-V/def2-TZVPD

Atoms and positions in Å:
C  -2.301  -0.226  -0.218
H  3.434  -0.296  1.194
N  1.570  -0.242  -0.031
N  -0.873  -0.197  -0.073
H  -0.414  -0.789  0.735
S  3.331  -0.063  -0.219
H  1.162  -1.000  -0.507
H  -2.548  0.189  -1.204
N  -0.330  1.022  -0.007
H  -2.834  0.094  0.795
C  0.919  0.961  -0.180
H  1.553  1.853  -0.012
H  -2.668  -1.306  -0.272

The SMILES is CN/N=C\NS. The value obtained for the HOMO energy is -0.297 Eh.

natural (NBO) atomic charge list, values in e, 4 entries: -0.412 0.137 -0.761 -0.506

***

[8]
Formula: C2H7N4
Source: the Open Molecules 2025 dataset
Level of theory: ωB97M-V/def2-TZVPD

Atoms and positions in Å:
N  2.175  0.104  -0.057
H  -2.901  0.820  -0.624
C  1.095  -1.015  -0.164
N  2.159  1.242  0.093
N  -0.194  -0.463  0.214
H  0.978  -1.332  -1.242
H  -0.604  -0.495  1.091
C  -2.013  0.908  0.022
H  3.096  -0.596  -0.122
N  -0.852  0.348  -0.546
H  -2.429  0.382  0.980
H  1.504  -1.833  0.480
H  -2.013  1.929  -0.126

The value obtained for the HOMO energy (spin up / spin down) is -0.482 / -0.482 Eh. Its net charge is +1.

natural (NBO) atomic charge list, values in e, 4 entries: -0.192 0.303 -0.180 -0.051